Record 1
A cluster of 2 separate species, C3H8N2 in total. Source: the Open Molecules 2025 dataset; level of theory: the ωB97M-V functional and the def2-TZVPD basis.

Last column: Löwdin charge in e.
Atoms and positions in Å:
C1 -2.13 -3.16 1.58  -0.148
N1 -1.63 -2.17 0.96  -0.008
H1 -2.19 -4.17 1.16  0.065
H2 -2.82 -2.98 2.42  0.052
H3 -0.67 -2.42 0.67  0.041
C2 2.06 2.23 -0.07  -0.034
C3 1.06 1.49 -0.59  -0.326
N2 0.48 1.71 -1.80  0.027
H4 2.56 2.91 -0.75  0.044
H5 2.19 2.21 1.00  0.037
H6 0.67 0.67 0.01  0.092
H7 0.34 2.64 -2.15  0.081
H8 0.07 1.04 -2.43  0.077

Results
maximum force = 0.0592 Eh/bohr
E_tot = -6218.1448 eV
ΔE to the lowest compared entry with this formula, charge and spin = 357.2 kJ/mol



Record 2
A structure of composition C28H36CsF6N2O4P2SSb. Source: the Open Molecules 2025 dataset; level of theory: the ωB97M-V functional and the def2-TZVPD basis.

Last column: Löwdin charge in e.
Atoms and positions in Å:
Cs1 -1.83 -0.90 -0.72  1.539
C1 2.54 4.91 0.40  -0.061
O1 3.73 4.13 0.56  -0.055
C2 3.71 2.80 0.32  -0.196
C3 4.77 2.09 0.83  -0.027
C4 4.86 0.71 0.65  -0.065
C5 3.87 0.02 -0.05  -0.038
C6 2.81 0.69 -0.61  -0.098
C7 1.78 0.01 -1.40  -0.128
N1 1.34 -1.18 -1.29  0.012
N2 1.73 -2.06 -0.38  0.047
C8 0.93 -2.46 0.58  -0.491
O2 -0.26 -2.07 0.80  -0.416
C9 1.53 -3.51 1.47  -0.136
C10 0.68 -4.29 2.25  -0.034
C11 1.19 -5.24 3.11  -0.093
C12 2.57 -5.42 3.22  -0.112
C13 3.42 -4.64 2.45  -0.096
C14 2.91 -3.69 1.58  -0.035
C15 2.69 2.14 -0.49  -0.289
O3 1.78 2.77 -1.05  0.054
H1 2.76 5.86 0.88  0.088
H2 1.69 4.44 0.88  0.097
H3 2.30 5.07 -0.65  0.087
H4 5.53 2.63 1.39  0.117
H5 5.70 0.17 1.07  0.107
H6 3.91 -1.06 -0.15  0.097
H7 1.33 0.60 -2.19  0.050
H8 -0.38 -4.12 2.15  0.117
H9 0.52 -5.85 3.71  0.096
H10 2.97 -6.17 3.90  0.091
H11 4.49 -4.77 2.54  0.093
H12 3.57 -3.07 0.99  0.093
C16 -5.26 2.90 -1.00  -0.319
P1 -3.84 1.73 -0.75  0.826
C17 -2.52 3.01 -0.64  -0.315
C18 -3.72 1.11 -2.52  -0.492
C19 -2.76 1.81 -3.48  -0.410
P2 -1.00 1.33 -3.13  0.813
C20 -0.18 2.80 -3.90  -0.294
C21 -0.74 0.11 -4.48  -0.271
H13 -6.18 2.33 -1.16  0.027
H14 -5.08 3.55 -1.85  0.033
H15 -5.38 3.51 -0.10  0.026
H16 -2.69 3.83 -1.35  0.033
H17 -1.53 2.57 -0.81  -0.006
H18 -2.54 3.41 0.37  0.034
H19 -4.75 1.13 -2.90  0.078
H20 -3.45 0.06 -2.47  -0.056
H21 -2.86 2.90 -3.42  0.063
H22 -3.00 1.51 -4.50  0.081
H23 -0.63 3.03 -4.86  0.035
H24 0.89 2.59 -4.03  0.033
H25 -0.27 3.65 -3.23  0.028
H26 -0.86 0.57 -5.46  0.040
H27 -1.45 -0.70 -4.38  0.013
H28 0.26 -0.32 -4.39  0.038
F1 -1.90 -2.38 -2.56  -0.672
Sb1 -3.53 -3.27 -3.10  1.351
F2 -3.34 -4.48 -1.67  -0.361
F3 -2.51 -4.35 -4.26  -0.362
F4 -5.12 -4.12 -3.67  -0.369
F5 -3.69 -1.94 -4.44  -0.365
F6 -4.56 -2.15 -1.94  -0.398
C22 -2.34 0.52 3.81  -0.217
S1 -1.69 -0.45 2.41  0.875
O4 -1.68 0.52 1.28  -0.858
C23 -0.03 -0.52 3.07  -0.392
C24 0.94 0.32 2.54  -0.055
C25 2.24 0.22 3.02  -0.060
C26 2.56 -0.70 4.01  -0.078
C27 1.58 -1.54 4.53  -0.079
C28 0.28 -1.44 4.06  -0.091
H29 -1.78 1.45 3.86  0.060
H30 -2.23 -0.06 4.73  0.048
H31 -3.39 0.72 3.61  0.049
H32 0.67 1.00 1.75  0.112
H33 3.01 0.87 2.61  0.087
H34 3.58 -0.80 4.35  0.101
H35 1.83 -2.28 5.27  0.105
H36 -0.49 -2.11 4.43  0.116

Results
maximum force = 0.0576 Eh/bohr
E_tot = -93597.2077 eV
total charge = -1
multiplicity = 2
<S²> = 0.80
ΔE to the lowest compared entry with this formula, charge and spin = 232.0 kJ/mol



Record 3
The ion C4H6N with charge +1. Source: the Open Molecules 2025 dataset; level of theory: the ωB97M-V functional and the def2-TZVPD basis.

Last column: Löwdin charge in e.
Atoms and positions in Å:
C1 -0.63 -1.03 -0.96  0.104
C2 0.36 -0.30 -0.56  -0.042
C3 -1.69 0.62 0.69  0.186
C4 1.86 0.14 0.05  0.063
N1 -0.98 -0.09 -0.03  0.028
H1 -1.03 -1.77 -1.59  0.134
H2 -1.23 1.41 1.33  0.140
H3 -2.87 0.47 0.66  0.179
H4 2.39 0.73 -0.70  0.086
H5 2.40 -0.83 0.28  0.103
H6 1.43 0.65 0.82  0.019

Results
maximum force = 0.2482 Eh/bohr
E_tot = -5719.7667 eV
total charge = +1
multiplicity = 3
<S²> = 2.02
ΔE to the lowest compared entry with this formula, charge and spin = 316.8 kJ/mol



Record 4
A cluster of 6 separate species, C45H50F14O4S in total. Source: the Open Molecules 2025 dataset; level of theory: the ωB97M-V functional and the def2-TZVPD basis.

Last column: Löwdin charge in e.
Atoms and positions in Å:
C1 0.23 -5.50 -3.75  -0.109
O1 0.35 -5.86 -2.31  -0.247
C2 0.10 -4.70 -1.45  -0.156
C3 1.41 -4.16 -0.61  -0.265
C4 2.21 -5.39 0.20  -0.105
C5 3.68 -4.93 0.77  -0.069
C6 3.89 -5.25 2.40  -0.211
F1 3.20 -6.52 2.70  0.007
F2 5.38 -5.45 2.54  -0.008
C7 3.33 -3.93 3.18  -0.217
F3 4.39 -2.87 3.02  0.006
F4 2.09 -3.33 2.60  0.017
S1 3.04 -4.11 5.01  1.097
F5 1.71 -5.17 4.84  -0.175
F6 2.00 -2.70 4.95  -0.229
F7 4.35 -2.98 5.31  -0.211
F8 4.19 -5.36 5.22  -0.174
F9 2.78 -4.15 6.71  -0.181
O2 2.31 -3.29 -1.38  -0.188
C8 2.99 -3.99 -2.47  -0.183
C9 4.61 -3.57 -2.39  -0.154
C10 5.11 -3.28 -3.92  -0.207
C11 5.08 -1.67 -4.34  -0.198
C12 3.82 -1.29 -5.33  -0.166
C13 2.45 -0.82 -4.51  -0.158
O3 1.69 0.15 -5.37  -0.117
C14 0.34 0.37 -4.83  -0.291
C15 -0.16 1.94 -4.67  -0.013
O4 -0.55 -0.58 -4.50  -0.042
H1 1.08 -6.03 -4.39  0.107
H2 0.36 -4.34 -3.95  0.091
H3 -0.79 -5.82 -4.23  0.100
H4 -0.68 -5.06 -0.62  0.144
H5 -0.42 -3.79 -1.98  0.142
H6 0.97 -3.48 0.26  0.156
H7 2.38 -6.23 -0.63  0.127
H8 1.45 -5.76 1.01  0.132
H9 4.59 -5.44 0.20  0.140
H10 3.87 -3.76 0.67  0.141
H11 2.60 -3.56 -3.49  0.100
H12 2.85 -5.15 -2.50  0.133
H13 5.25 -4.39 -1.81  0.108
H14 4.67 -2.53 -1.80  0.119
H15 6.20 -3.74 -4.08  0.113
H16 4.42 -3.84 -4.68  0.099
H17 5.04 -0.96 -3.40  0.110
H18 6.10 -1.41 -4.88  0.114
H19 3.55 -2.25 -5.97  0.118
H20 4.15 -0.45 -6.07  0.117
H21 1.76 -1.78 -4.46  0.115
H22 2.67 -0.41 -3.43  0.142
H23 0.14 2.41 -3.62  0.107
H24 0.24 2.55 -5.58  0.093
H25 -1.35 1.90 -4.75  0.073
F10 2.07 2.71 2.25  0.059
C16 1.98 2.24 3.50  -0.292
C17 1.88 3.13 4.56  -0.023
C18 1.78 2.65 5.86  -0.085
C19 1.79 1.27 6.09  -0.091
C20 1.90 0.38 5.02  -0.073
C21 1.98 0.87 3.72  -0.009
H26 1.89 4.20 4.36  0.114
H27 1.70 3.34 6.70  0.104
H28 1.72 0.89 7.11  0.102
H29 1.91 -0.69 5.20  0.078
H30 2.05 0.19 2.88  0.114
F11 -2.93 2.68 -4.66  0.028
C22 -3.99 2.45 -3.87  -0.277
C23 -3.83 1.69 -2.71  -0.006
C24 -4.93 1.45 -1.89  -0.073
C25 -6.18 1.96 -2.23  -0.092
C26 -6.34 2.71 -3.40  -0.083
C27 -5.23 2.96 -4.22  -0.017
H31 -2.85 1.29 -2.47  0.116
H32 -4.81 0.86 -0.98  0.096
H33 -7.04 1.76 -1.59  0.101
H34 -7.31 3.10 -3.67  0.104
H35 -5.34 3.56 -5.12  0.115
F12 -5.05 0.63 1.66  0.055
C28 -5.03 1.90 2.09  -0.297
C29 -6.23 2.53 2.40  -0.016
C30 -6.21 3.85 2.85  -0.094
C31 -4.99 4.53 2.98  -0.106
C32 -3.79 3.88 2.66  -0.085
C33 -3.81 2.56 2.22  -0.023
H36 -7.16 2.00 2.29  0.116
H37 -7.14 4.36 3.10  0.109
H38 -4.97 5.56 3.32  0.105
H39 -2.85 4.41 2.75  0.105
H40 -2.89 2.03 1.97  0.115
F13 4.20 4.13 -5.88  0.063
C34 3.31 4.91 -5.25  -0.292
C35 2.65 5.90 -5.97  -0.019
C36 1.72 6.71 -5.31  -0.084
C37 1.48 6.54 -3.95  -0.099
C38 2.16 5.54 -3.24  -0.087
C39 3.08 4.72 -3.89  -0.022
H41 2.85 6.03 -7.02  0.115
H42 1.19 7.48 -5.87  0.104
H43 0.76 7.17 -3.44  0.100
H44 1.97 5.41 -2.18  0.105
H45 3.60 3.94 -3.36  0.115
F14 -5.86 3.86 5.57  0.055
C40 -5.76 2.66 6.16  -0.284
C41 -6.86 2.14 6.83  -0.018
C42 -6.75 0.89 7.45  -0.085
C43 -5.55 0.18 7.39  -0.099
C44 -4.45 0.72 6.71  -0.079
C45 -4.56 1.97 6.09  -0.014
H46 -7.78 2.71 6.88  0.114
H47 -7.61 0.47 7.97  0.104
H48 -5.47 -0.79 7.87  0.100
H49 -3.51 0.17 6.67  0.105
H50 -3.72 2.40 5.56  0.114

Results
maximum force = 0.1593 Eh/bohr
E_tot = -104532.5152 eV



What is the maximum force in the second record? 0.0576 Eh/bohr



What is the E_tot in the second record? -93597.2077 eV



The lowest maximum force belongs to which entry? C28H36CsF6N2O4P2SSb